(1)
Below is a structure of composition C3H10N7O5ReS in a non-equilibrium geometry, with properties calculated with the ωB97M-V functional and the def2-TZVPD basis.

Element x y z (Å)
Re (-0.0718, 0.0442, -0.0110)
N (5.1002, 0.5993, -1.3259)
N (4.0455, 0.3803, -0.4630)
N (4.1290, -0.5507, 0.4811)
C (2.8780, -0.7735, 0.7881)
N (2.0681, -0.0146, 0.0078)
N (2.8423, 0.6870, -0.7997)
H (5.9524, 0.6105, -0.7699)
H (4.9764, 1.5201, -1.7420)
H (2.5441, -1.4745, 1.5339)
O (-1.7442, 0.0762, -0.0843)
C (-2.3021, 2.7089, 1.1171)
S (-0.5481, 2.5428, 1.3381)
O (-0.1169, 3.8607, 1.6527)
O (-0.3679, 1.5039, 2.3418)
O (0.0002, 2.0531, -0.0227)
H (-2.7075, 3.0436, 2.0679)
H (-2.7503, 1.7653, 0.8345)
H (-2.4840, 3.4481, 0.3404)
N (-1.5219, -3.9063, 0.2159)
C (-1.4855, -2.5656, 0.2150)
N (-2.6267, -1.9389, 0.4260)
O (-0.3490, -1.9775, 0.0251)
H (-2.3720, -4.4186, 0.3608)
H (-0.6661, -4.4117, 0.0639)
H (-3.4880, -2.4359, 0.5711)
H (-2.5780, -0.8577, 0.4402)

Calculated values
- E_tot (eV) = -36897.2422
- ⟨S²⟩ = 0.76
- frontier orbital gap (spin up / spin down) (eV) = 7.45 / 7.42
- total charge = +1
- spin multiplicity = 2
- LUMO level (spin up / spin down) (eV) = -5.247 / -4.951
- HOMO (spin up / spin down) (eV) = -12.70 / -12.37

---

(2)
Below is the molecule C22H26N2O3 in a non-equilibrium geometry, with properties calculated with the ωB97M-V functional and the def2-TZVPD basis.

Element x y z (Å)
C (-2.0154, -4.5112, -1.0026)
O (-2.8885, -3.4152, -1.1201)
C (-2.8750, -2.5064, -0.2345)
C (-1.8537, -2.4789, 0.5301)
C (-1.9219, -1.2887, 1.5784)
C (-2.9739, -0.3884, 1.6776)
C (-2.9351, 1.0395, 2.3084)
C (-2.9630, 2.2432, 1.4936)
N (-2.2498, 2.2148, 0.5278)
C (-0.8551, 2.3475, 0.5577)
C (-0.1722, 1.0946, -0.4848)
C (1.1697, 1.6018, -0.6559)
O (1.6596, 2.7721, -0.8114)
N (2.0025, 0.5106, -0.9894)
C (3.5301, 0.6365, -1.5872)
C (4.4048, -0.1085, -0.5385)
C (5.2976, -0.8075, -0.8529)
C (6.0356, -1.4923, 0.2653)
C (6.1378, -0.9459, 1.4952)
C (5.2485, 0.2451, 1.6663)
C (4.3569, 0.5984, 0.6151)
C (-1.0068, 0.9070, -1.5388)
C (-1.7380, 2.1906, -2.0181)
C (-2.7666, 2.1035, -0.7455)
O (-4.0437, 2.3193, -0.8451)
C (-3.9619, -0.4294, 0.5010)
C (-4.0163, -1.5094, -0.3204)
H (-0.9268, -4.1256, -1.3594)
H (-1.9797, -4.9657, -0.1653)
H (-2.1910, -5.1720, -1.9393)
H (-1.0401, -2.9615, 0.6848)
H (-1.1731, -1.0207, 2.2681)
H (-3.6262, 0.7253, 3.0217)
H (-1.8725, 1.0172, 3.0085)
H (-2.5081, 2.9516, 2.2913)
H (-3.9602, 2.5132, 1.2094)
H (-0.3545, 2.0241, 1.6629)
H (-0.4672, 3.2447, 0.3404)
H (-0.1706, 0.1296, 0.2128)
H (1.7194, -0.3083, -1.2841)
H (3.6006, 1.7084, -1.4460)
H (3.5804, 0.1497, -2.5181)
H (5.3005, -1.3937, -1.9843)
H (6.8315, -2.0641, -0.0420)
H (6.7365, -1.3536, 2.1880)
H (5.2058, 0.4399, 2.6837)
H (3.7475, 1.4808, 0.9817)
H (-0.3836, 0.4997, -2.4850)
H (-1.7374, 0.0618, -1.5687)
H (-1.0579, 2.9045, -2.0815)
H (-2.3379, 1.8331, -2.8242)
H (-4.8059, 0.4640, 0.6028)
H (-4.7360, -1.7250, -0.9292)

Calculated values
- E_tot (eV) = -32343.9952
- frontier orbital gap (eV) = 8.85
- spin multiplicity = 1
- structure (SMILES) = COc1ccc(CCN2C[C@H](C(=O)NCc3ccccc3)CCC2=O)cc1
- LUMO level (eV) = 0.430
- HOMO (eV) = -8.42

---

(3)
Below is the molecule C4H8N2 in a non-equilibrium geometry, with properties calculated with the ωB97M-V functional and the def2-TZVPD basis.

Element x y z (Å)
C (-1.4126, -0.7954, -0.6695)
N (-2.1465, -0.4089, 0.5273)
C (-1.0029, 0.4091, 0.0923)
C (0.4861, 0.2804, -0.0736)
C (1.6814, 0.9778, 0.4226)
N (1.3983, -0.4127, 0.8027)
H (-1.3600, -0.5492, -1.7549)
H (-0.7515, -1.6452, -0.4929)
H (-1.9866, -1.0820, 1.2812)
H (-1.3813, 1.3736, -0.2569)
H (0.5452, 0.0490, -1.1823)
H (1.6850, 1.7041, 1.2281)
H (2.4051, 1.1613, -0.3708)
H (1.9508, -1.0787, 0.2727)

Calculated values
- E_tot (eV) = -7253.4036
- frontier orbital gap (eV) = 9.96
- spin multiplicity = 1
- structure (SMILES) = C1N[C@H]1[C@H]1CN1
- LUMO level (eV) = 1.038
- HOMO (eV) = -8.92

---

(4)
Below is the molecule CH9N5 in a non-equilibrium geometry, with properties calculated with the ωB97M-V functional and the def2-TZVPD basis.

Element x y z (Å)
C (1.3035, -0.7085, -0.5423)
N (0.0546, 0.0623, -0.5600)
N (-0.9435, -0.6044, 0.1775)
N (-1.7653, -1.3869, -0.6796)
N (0.2388, 1.4129, 0.0469)
N (0.7448, 1.4844, 1.3720)
H (1.1669, -1.6649, -1.0612)
H (2.0950, -0.1629, -1.0676)
H (1.6615, -0.9269, 0.4709)
H (-1.4810, 0.1251, 0.6732)
H (-2.7243, -1.5000, -0.3485)
H (-1.9280, -1.0424, -1.6265)
H (0.7542, 1.9975, -0.6202)
H (0.4727, 0.6414, 1.8805)
H (0.3501, 2.2734, 1.8850)

Calculated values
- E_tot (eV) = -8628.9613
- frontier orbital gap (eV) = 9.23
- spin multiplicity = 1
- structure (SMILES) = CN(NN)NN
- LUMO level (eV) = 1.278
- HOMO (eV) = -7.96

---

(5)
Below is a structure of composition C49H56N6S4SiY in a non-equilibrium geometry, with properties calculated with the ωB97M-V functional and the def2-TZVPD basis.

Element x y z (Å)
Y (0.6673, -0.0419, -0.9885)
C (-1.9356, -3.6107, 1.1752)
C (-2.2587, -3.3194, 2.6349)
C (-1.2514, -4.0208, 3.5596)
C (-2.4621, -1.8525, 2.9956)
C (-3.4122, -1.6675, 3.9985)
C (-3.7576, -0.4216, 4.4696)
C (-3.1776, 0.6850, 3.8834)
C (-2.2294, 0.5579, 2.8824)
C (-1.6520, 1.7987, 2.2526)
C (-2.4666, 2.1110, 1.0025)
C (-1.6605, 3.0181, 3.1707)
C (-1.8323, -0.7185, 2.4393)
N (-0.7204, -0.8478, 1.5715)
C (0.2758, -1.4236, 2.1847)
C (1.4944, -1.9129, 1.6991)
C (2.3439, -2.6736, 2.5307)
C (3.4037, -3.0669, 1.7475)
C (3.1821, -2.5191, 0.4700)
N (2.0262, -1.8330, 0.4271)
C (4.1318, -2.6559, -0.6960)
C (5.1939, -3.7237, -0.4105)
C (3.3676, -3.0737, -1.9506)
C (4.8197, -1.3106, -0.9552)
H (-1.8915, -4.6894, 1.0235)
H (-0.9855, -3.1807, 0.8715)
H (-2.7250, -3.2087, 0.5469)
H (-3.2363, -3.7885, 2.8240)
H (-0.2314, -3.8401, 3.2322)
H (-1.4266, -5.0963, 3.5366)
H (-1.3591, -3.6794, 4.5888)
H (-3.8825, -2.5379, 4.4373)
H (-4.4802, -0.3115, 5.2684)
H (-3.4443, 1.6652, 4.2408)
H (-0.6189, 1.6006, 1.9470)
H (-3.4861, 2.3896, 1.2682)
H (-2.4997, 1.2382, 0.3569)
H (-2.0103, 2.9379, 0.4651)
H (-2.6686, 3.4042, 3.3120)
H (-1.0675, 3.8084, 2.7216)
H (-1.2326, 2.7868, 4.1423)
H (0.1542, -1.6165, 3.2574)
H (2.1664, -2.9140, 3.5663)
H (4.2329, -3.6788, 2.0563)
H (4.7205, -4.6810, -0.2004)
H (5.8192, -3.4485, 0.4343)
H (5.8343, -3.8402, -1.2832)
H (2.8887, -4.0369, -1.7996)
H (4.0484, -3.1469, -2.7948)
H (2.6059, -2.3309, -2.1702)
H (5.2969, -0.9427, -0.0489)
H (4.0852, -0.5696, -1.2714)
H (5.5738, -1.4042, -1.7365)
N (-4.4895, -0.0740, -2.0084)
C (-4.9100, -1.3926, -1.9376)
C (-6.2633, -1.6896, -1.9949)
C (-6.7019, -3.0052, -1.9269)
C (-5.7914, -4.0346, -1.7913)
C (-4.4346, -3.7456, -1.7222)
C (-3.9929, -2.4406, -1.8024)
S (-2.2494, -2.0879, -1.7172)
N (-2.1759, -0.4337, -1.7098)
C (-3.1785, 0.3535, -1.8974)
C (-2.9019, 1.7796, -2.0033)
C (-3.9106, 2.7538, -2.0903)
C (-3.5629, 4.0862, -2.1459)
C (-2.2170, 4.4253, -2.1518)
C (-1.2830, 3.3989, -2.0900)
N (-1.5980, 2.1212, -2.0021)
H (-5.2116, 0.6213, -2.0852)
H (-6.9760, -0.8807, -2.0860)
H (-7.7607, -3.2125, -1.9642)
H (-6.1290, -5.0581, -1.7272)
H (-3.7089, -4.5321, -1.5936)
H (-4.9585, 2.4917, -2.1052)
H (-4.3299, 4.8474, -2.1999)
H (-1.9016, 5.4542, -2.1913)
H (-0.2235, 3.6146, -2.1375)
S (1.6902, 2.2535, -2.7513)
C (3.3409, 2.6002, -2.3394)
C (4.1011, 3.3126, -3.2700)
C (5.4188, 3.6357, -3.0325)
C (6.0187, 3.2349, -1.8444)
C (5.2854, 2.5309, -0.9141)
C (3.9426, 2.2117, -1.1246)
S (3.1037, 1.4027, 0.1714)
H (3.6144, 3.6206, -4.1848)
H (5.9784, 4.1993, -3.7685)
H (7.0532, 3.4825, -1.6455)
H (5.7303, 2.2145, 0.0183)
C (-1.0259, -0.9539, -4.7424)
Si (0.4427, -1.4092, -3.5585)
C (1.9351, -1.0650, -4.7551)
C (0.2905, -3.3566, -3.5290)
H (-0.8296, -1.3572, -5.7352)
H (-1.1562, 0.1204, -4.8394)
H (-1.9670, -1.3739, -4.3996)
H (2.1793, -1.9369, -5.3594)
H (2.8379, -0.7628, -4.2325)
H (1.6761, -0.2593, -5.4352)
H (1.0067, -3.8228, -4.1994)
H (-0.6987, -3.6569, -3.8554)
H (0.4407, -3.7827, -2.5437)
S (2.3116, 5.1443, 0.9864)
C (1.4845, 3.5962, 0.8478)
N (1.2094, 3.0077, 1.9462)
C (1.6774, 3.6884, 3.0254)
C (1.5890, 3.2826, 4.3562)
C (2.0314, 4.1394, 5.3403)
C (2.5666, 5.3868, 5.0235)
C (2.7104, 5.7923, 3.7088)
C (2.2812, 4.9316, 2.7148)
H (1.1694, 3.2635, -0.1236)
H (1.1876, 2.3080, 4.5880)
H (1.9488, 3.8479, 6.3784)
H (2.8763, 6.0512, 5.8162)
H (3.1372, 6.7536, 3.4599)

Calculated values
- E_tot (eV) = -112928.8796
- frontier orbital gap (eV) = 4.96
- total charge = -1
- spin multiplicity = 1
- LUMO level (eV) = 1.299
- HOMO (eV) = -3.66

---

(6)
Below is a structure of composition C31H52NNdOSi4 in a non-equilibrium geometry, with properties calculated with the ωB97M-V functional and the def2-TZVPD basis.

Element x y z (Å)
C (2.5946, 0.1447, 0.0152)
C (2.1807, -0.7139, -1.0455)
C (2.0210, 0.0852, -2.2166)
H (2.0829, -1.8019, -1.0003)
C (2.2982, 1.4487, -1.8584)
C (2.6613, 1.4866, -0.4875)
H (2.3184, 2.2850, -2.5563)
C (-1.6521, -2.7467, 0.1997)
C (-0.3790, -3.0424, -0.3796)
C (-0.5418, -3.1402, -1.7731)
H (0.5470, -3.1700, 0.1719)
C (-1.8851, -2.7340, -2.0838)
C (-2.5961, -2.6451, -0.8421)
H (1.9463, -0.2988, -3.2371)
H (2.9937, 2.3737, 0.0670)
H (2.8606, -0.1764, 1.0239)
H (-3.6802, -2.5255, -0.7530)
H (0.2117, -3.4573, -2.4898)
H (-1.8530, -2.6360, 1.2597)
Nd (0.1993, 0.8519, -0.5962)
C (-2.1854, -1.7883, -3.2445)
C (-3.6813, -1.7043, -3.5362)
C (-1.4297, -2.2301, -4.4885)
H (-4.0514, -2.7315, -3.6886)
H (-3.8719, -1.1588, -4.4747)
H (-4.2496, -1.2312, -2.7222)
H (-1.6417, -3.2952, -4.6717)
H (-0.3456, -2.1045, -4.3790)
H (-1.7800, -1.6794, -5.3719)
C (-1.5886, -0.4451, -2.6420)
C (-1.2917, 0.9218, -3.2241)
H (-0.5575, -0.8014, -2.3362)
H (-2.1565, -0.2078, -1.7219)
O (-0.5379, 1.6470, -2.4283)
N (-1.5807, 1.3997, -4.4132)
C (-0.6663, 2.4321, -4.9779)
H (-2.4886, 1.1737, -4.8546)
C (0.6094, 1.7525, -5.4181)
C (1.8619, 2.3729, -5.2767)
H (1.9237, 3.3989, -4.9059)
C (3.0304, 1.6937, -5.6318)
H (4.0055, 2.1636, -5.5011)
C (2.9666, 0.3843, -6.1144)
H (3.8716, -0.1628, -6.3771)
C (1.7187, -0.2189, -6.3003)
H (1.6319, -1.2308, -6.6881)
C (0.5474, 0.4681, -5.9614)
H (-0.4390, 0.0249, -6.1382)
H (-0.4294, 3.1428, -4.1753)
H (-1.2064, 2.9526, -5.7756)
C (-1.3600, 3.1896, 2.5304)
Si (-1.7051, 1.3979, 3.0194)
C (-2.2899, 1.3621, 4.8151)
C (-3.0559, 0.6794, 1.9089)
Si (0.2209, 0.1359, 2.7245)
Si (1.8944, 1.3424, 3.8277)
C (1.3928, 2.0194, 5.5212)
C (3.3919, 0.2001, 4.0382)
C (2.4099, 2.8326, 2.7934)
Si (-0.0104, -1.7111, 4.1409)
C (0.3859, -1.3563, 5.9598)
C (-1.7479, -2.4589, 4.1216)
C (1.2317, -2.9763, 3.4908)
H (-2.2255, 3.7862, 2.8564)
H (-1.2623, 3.3171, 1.4421)
H (-0.4637, 3.6094, 3.0044)
H (-3.2673, 1.8705, 4.8374)
H (-2.4343, 0.3468, 5.2097)
H (-1.6197, 1.8974, 5.5009)
H (-3.1263, 1.2495, 0.9712)
H (-2.9252, -0.3813, 1.6545)
H (-4.0177, 0.7842, 2.4327)
H (1.2633, 1.2418, 6.2849)
H (2.2139, 2.6780, 5.8481)
H (0.4769, 2.6257, 5.4889)
H (3.8761, -0.0186, 3.0766)
H (4.1261, 0.7307, 4.6636)
H (3.1687, -0.7583, 4.5261)
H (3.1358, 2.5346, 2.0299)
H (1.5827, 3.3495, 2.2939)
H (2.9078, 3.5574, 3.4533)
H (-0.2508, -0.5713, 6.3917)
H (0.1908, -2.2856, 6.5206)
H (1.4339, -1.0779, 6.1377)
H (-1.8284, -3.2254, 3.3398)
H (-1.9186, -2.9540, 5.0890)
H (-2.5542, -1.7294, 3.9725)
H (0.8829, -3.4292, 2.5533)
H (2.2289, -2.5528, 3.3123)
H (1.3317, -3.7779, 4.2378)

Calculated values
- E_tot (eV) = -83314.6372
- ⟨S²⟩ = 3.76
- frontier orbital gap (spin up / spin down) (eV) = 5.43 / 5.45
- spin multiplicity = 4
- LUMO level (spin up / spin down) (eV) = -0.598 / -0.558
- HOMO (spin up / spin down) (eV) = -6.02 / -6.01

---

(7)
Below is a structure of composition C2H2FN3 in a non-equilibrium geometry, with properties calculated with the ωB97M-V functional and the def2-TZVPD basis.

Element x y z (Å)
C (1.5758, -0.1819, -0.0829)
C (0.3681, 0.6320, -0.4998)
N (2.5105, -0.8296, 0.1422)
N (-1.6147, -0.3410, 0.8299)
N (-1.0192, -0.5980, -0.1698)
F (0.3473, 1.7428, 0.1986)
H (0.1768, 0.7727, -1.5697)
H (-2.3447, -1.1969, 1.1515)

Calculated values
- E_tot (eV) = -9290.4255
- frontier orbital gap (eV) = 9.52
- spin multiplicity = 1
- LUMO level (eV) = 0.240
- HOMO (eV) = -9.28

---

(8)
Below is a cluster of 10 separate species, H20O10 in total in a non-equilibrium geometry, with properties calculated with the ωB97M-V functional and the def2-TZVPD basis.

Element x y z (Å)
O (-1.0829, -0.4607, 1.9853)
H (-1.5472, -0.6020, 2.8171)
H (-0.0014, -0.3723, 2.1466)
O (-3.1789, -0.6438, 0.0981)
H (-4.1200, -0.5597, 0.3462)
H (-2.8678, 0.2282, -0.0669)
O (1.5867, -1.1338, 1.8599)
H (1.5868, -2.0638, 1.9865)
H (1.4436, -1.0838, 0.8844)
O (-1.2834, -2.1405, -0.6832)
H (-1.6131, -2.9374, -1.2539)
H (-2.0894, -1.6753, -0.3496)
O (-2.3360, 1.8948, -1.4656)
H (-1.5521, 1.2775, -1.5979)
H (-2.4569, 2.2237, -2.4038)
O (-0.0712, 0.3281, -1.2539)
H (-0.0615, 0.7638, -0.3515)
H (0.0803, -0.5767, -1.1296)
O (2.5393, 1.8492, 0.4319)
H (3.0965, 1.7892, 1.2355)
H (1.7089, 2.2568, 0.6129)
O (3.1996, 0.0879, -1.4081)
H (3.9709, -0.5785, -1.2656)
H (3.1497, 0.7006, -0.6150)
O (1.6402, -1.9995, -0.9350)
H (0.6700, -2.0150, -0.7994)
H (1.8370, -1.2520, -1.5494)
O (-0.3090, 2.2821, 0.9739)
H (-1.0315, 2.9108, 0.5520)
H (-0.9070, 1.5021, 1.1980)

Calculated values
- E_tot (eV) = -20799.6911
- frontier orbital gap (eV) = 10.66
- spin multiplicity = 1
- structure (SMILES) = O.O.O.O.O.O.O.O.O.O
- LUMO level (eV) = 0.297
- HOMO (eV) = -10.37

---

(9)
Below is a cluster of 2 separate species, C3H9N2 in total in a non-equilibrium geometry, with properties calculated with the ωB97M-V functional and the def2-TZVPD basis.

Element x y z (Å)
C (1.6760, -0.5583, -0.9549)
C (1.7861, 0.3773, 0.1232)
C (-2.5210, -0.4642, -0.0340)
N (-2.1225, 0.7491, 0.0947)
N (0.8031, 0.9483, 0.7420)
H (0.7285, -0.8706, -1.1892)
H (2.0370, -1.4503, -0.4610)
H (2.8269, 0.4263, 0.3575)
H (-3.5772, -0.8810, -0.0919)
H (-1.7696, -1.1403, -0.3993)
H (-2.8711, 1.3880, 0.5515)
H (2.3627, -0.3153, -1.7743)
H (-0.1259, 0.9043, 0.4317)
H (1.0427, 1.7395, 1.3475)

Calculated values
- E_tot (eV) = -6229.0077
- frontier orbital gap (eV) = 9.81
- total charge = +1
- spin multiplicity = 1
- LUMO level (eV) = -4.652
- HOMO (eV) = -14.47

---

(10)
Below is a structure of composition B5F20Sn in a non-equilibrium geometry, with properties calculated with the ωB97M-V functional and the def2-TZVPD basis.

Element x y z (Å)
Sn (1.4095, 0.1031, -0.5648)
B (0.6029, -4.4397, -1.3611)
F (1.2831, -5.1123, -2.3289)
F (-0.2209, -3.4134, -1.8330)
F (-0.0972, -5.3826, -0.7657)
F (1.5950, -3.9684, -0.4262)
B (-3.0571, -1.6735, 1.7033)
F (-3.3671, -1.8755, 3.0523)
F (-3.0107, -2.8641, 1.0582)
F (-4.0390, -0.9511, 1.0878)
F (-1.8403, -1.0320, 1.6653)
B (-2.2608, 1.8464, -4.2475)
F (-1.5824, 1.6745, -5.3873)
F (-2.0659, 3.1371, -3.7408)
F (-3.5743, 1.6006, -4.3627)
F (-1.6705, 1.0738, -3.2774)
B (3.1235, -0.4460, 3.7852)
F (2.3445, -0.8386, 4.8291)
F (2.5497, 0.7497, 3.3252)
F (4.4713, -0.1960, 4.1523)
F (3.0877, -1.4417, 2.8597)
B (1.2637, 4.6800, 0.1249)
F (0.7565, 3.8676, 1.1670)
F (0.2763, 5.5332, -0.2653)
F (2.3030, 5.4074, 0.6905)
F (1.7194, 3.9617, -0.9403)

Calculated values
- E_tot (eV) = -63590.5059
- frontier orbital gap (eV) = 4.19
- total charge = -3
- spin multiplicity = 1
- LUMO level (eV) = 0.225
- HOMO (eV) = -3.96